No. 1
ORCA calculation (the ωB97M-V functional and the def2-TZVPD basis) on a molecular structure, C47H50IN8OP3V in a non-equilibrium geometry.

Calculated values
Spin multiplicity: 2
Total charge: +2
Maximum force in eV/Å: 4.7
Frontier orbital gap (spin up / spin down) in eV: 6.9 / 6.4
⟨S²⟩: 0.757
HOMO (spin up / spin down) in eV: -12.05 / -11.62

Each line ends with the Mulliken charge.
Positions of all 111 atoms, in Å:
I1 -3.6635 3.4344 -4.1503  0.146
V1 -0.5211 -0.0465 -0.2480  1.920
P1 1.6682 -0.1834 -1.3545  1.204
P2 -0.4584 2.8042 0.9725  1.429
P3 -0.7329 -0.5768 -2.6742  1.559
O1 -0.5313 -0.3081 1.4715  1.011
N1 -3.2970 -2.2622 1.4864  -0.524
N2 -1.7078 3.8275 3.2748  0.088
N3 -2.5657 1.3267 -0.5765  0.652
N4 0.9180 -0.1473 -2.8919  0.185
N5 -1.9028 -2.0159 -0.3505  0.243
N6 -5.3111 -1.6756 0.1071  -0.609
N7 -1.5312 5.3457 1.3745  0.177
N8 0.4361 4.8311 2.6898  0.200
C1 2.5593 -3.9479 -0.0294  -1.055
C2 -2.5170 -1.0005 -4.7481  -1.048
C3 -2.0733 -2.4243 1.0523  -0.672
C4 -0.0011 -2.6037 4.2191  0.651
C5 -2.5506 0.2665 -6.7928  -0.563
C6 4.2669 0.6912 -0.8335  -0.433
C7 2.6750 -1.8747 3.8870  -0.939
C8 -4.9525 1.4981 -0.5214  -1.594
C9 -0.7612 -2.3876 -2.4900  0.362
C10 -2.5791 1.9883 -1.7559  -0.801
C11 2.0071 -2.6756 -0.1597  0.825
C12 -2.3922 4.9124 2.4178  -0.830
C13 -1.0727 -4.2568 -0.9963  -0.186
C14 -0.1822 -3.2387 -3.4256  -0.397
C15 2.1949 -0.0771 2.2610  -0.796
C16 2.3419 -2.9014 4.7732  0.568
C17 -3.0824 -0.7331 -5.9860  -0.718
C18 -0.4592 -5.0876 -1.9245  -0.914
C19 -0.0198 -4.5867 -3.1439  -0.928
C20 -1.4290 -3.0299 4.4337  -1.574
C21 0.9144 3.7259 1.8403  -1.595
C22 3.9496 -3.5297 -1.9533  -0.861
C23 -1.3313 4.3227 0.3347  -1.465
C24 5.3668 1.5163 -1.0201  -0.744
C25 -0.8930 0.7503 -5.1165  -0.416
C26 3.4126 -3.6253 5.5390  -1.591
C27 3.0314 1.9727 -2.4631  -0.720
C28 5.3061 2.5602 -1.9374  -0.619
C29 -1.2125 -2.9098 -1.2809  -0.527
C30 -1.4548 1.0017 -6.3623  -0.779
C31 1.7234 -1.2116 3.1416  1.225
C32 4.1389 2.7918 -2.6540  -0.653
C33 3.5311 -4.3702 -0.9220  -0.716
C34 -0.3607 4.3925 3.7796  -0.737
C35 -0.2689 5.8570 1.9179  -0.873
C36 -1.5009 2.5557 2.4876  -1.679
C37 0.3662 -1.5958 3.2854  -0.141
C38 -1.4118 -0.2660 -4.3133  0.432
C39 3.4016 -2.2635 -2.0812  -0.902
C40 -0.7001 -1.0067 2.5317  -0.589
C41 1.0026 -3.2369 4.9311  -0.793
C42 -4.9588 2.1736 -1.7244  -0.444
C43 -3.7430 2.4252 -2.3506  -0.672
C44 3.0969 0.9082 -1.5638  0.657
C45 2.4262 -1.8255 -1.1811  0.168
C46 -4.3599 -1.9806 0.6999  0.494
C47 -3.7386 1.0996 0.0147  -0.541
H1 0.3633 6.1914 1.0997  0.397
H2 -2.6288 5.7257 3.0998  0.339
H3 -2.2960 4.0450 -0.0901  0.510
H4 2.2226 -4.6043 0.7663  0.572
H5 -2.9938 0.4714 -7.7606  0.414
H6 4.7100 -3.8621 -2.6503  0.455
H7 2.4461 -0.4356 1.2631  -0.179
H8 -2.9189 -1.7995 -4.1344  0.415
H9 4.3333 -0.1376 -0.1375  0.324
H10 -2.4768 2.1616 2.2082  0.721
H11 1.4504 0.7076 2.1458  -0.884
H12 3.0981 0.3671 2.6797  0.887
H13 -2.0299 -2.2249 4.8683  0.320
H14 1.5870 4.1274 1.0823  0.541
H15 3.9687 -5.3574 -0.8188  0.436
H16 -3.9302 -1.3146 -6.3272  0.447
H17 -2.3015 3.6290 4.0799  0.395
H18 0.4422 -5.2436 -3.8709  0.490
H19 -1.4702 -3.8717 5.1228  0.436
H20 -3.7172 0.5516 0.9455  0.825
H21 -5.8899 2.4983 -2.1731  0.493
H22 -1.9006 -3.3210 3.4959  0.294
H23 6.2780 1.3363 -0.4604  0.444
H24 3.7468 -1.6099 -2.8773  0.487
H25 -1.6983 -1.0041 2.9548  0.527
H26 0.7306 -4.0172 5.6348  0.393
H27 -1.4460 -4.6451 -0.0579  0.584
H28 0.1558 -2.8411 -4.3779  0.511
H29 1.2434 -2.3573 0.5460  -0.137
H30 -1.0127 1.8339 3.1422  0.371
H31 -1.6207 2.1932 -2.2161  0.853
H32 -0.3452 -6.1426 -1.7017  0.423
H33 -0.7312 4.7458 -0.4704  0.529
H34 3.8534 -4.4071 4.9146  0.305
H35 1.4979 3.0307 2.4454  0.407
H36 4.2174 -2.9499 5.8310  0.393
H37 1.4282 -0.5181 -3.6886  0.524
H38 -2.7635 -1.6865 -0.7880  0.352
H39 -1.0376 1.7761 -6.9950  0.453
H40 -0.6105 5.2184 4.4419  0.340
H41 3.7155 -1.5779 3.7898  0.493
H42 -5.8692 1.2488 -0.0062  0.545
H43 2.1210 2.1522 -3.0232  0.291
H44 3.0119 -4.1015 6.4324  0.400
H45 -0.4793 6.7073 2.5658  0.342
H46 6.1741 3.1884 -2.0986  0.420
H47 0.1229 3.5977 4.3425  0.381
H48 -0.0404 1.3287 -4.7827  0.298
H49 -3.3071 4.4733 2.0281  0.408
H50 4.0910 3.6070 -3.3669  0.458



No. 2
ORCA calculation (the ωB97M-V functional and the def2-TZVPD basis) on 7 unconnected molecules or ions with the total composition H14O6S in a non-equilibrium geometry.

Calculated values
Spin multiplicity: 1
Maximum force in eV/Å: 2.0
Energy above the lowest of the compared OMol25 structures with the same formula, charge and spin in eV: 1.270
Frontier orbital gap in eV: 9.1
HOMO in eV: -9.22

Each line ends with the Mulliken charge.
Positions of all 21 atoms, in Å:
S1 0.9526 -1.8551 -0.7116  -0.237
O1 -3.1131 -1.4176 0.1467  -0.708
O2 2.1726 0.9024 -2.5501  -0.598
O3 -1.1461 -1.0414 1.9334  -0.651
O4 0.8980 0.8854 1.8651  -0.561
O5 0.5454 3.5812 0.9686  -0.622
O6 -0.7994 0.6393 -1.3299  -0.495
H1 -1.9726 -1.2455 1.4401  0.348
H2 -0.0922 3.3468 1.6372  0.301
H3 0.1508 -1.7333 0.3560  0.097
H4 0.1432 0.2698 1.8389  0.381
H5 2.6203 0.8143 -1.7118  0.292
H6 1.3144 0.7086 2.7055  0.258
H7 -2.8443 -2.1042 -0.4765  0.350
H8 -0.8942 0.4630 -2.2686  0.320
H9 1.1464 2.8929 0.6964  0.303
H10 1.3094 1.3004 -2.4307  0.292
H11 -3.3265 -0.6458 -0.3922  0.317
H12 -1.2466 -1.5203 2.7643  0.279
H13 -1.2328 0.0019 -0.7650  0.229
H14 1.9363 -1.1327 -0.1479  0.107



No. 3
ORCA calculation (the ωB97M-V functional and the def2-TZVPD basis) on 10 unconnected molecules or ions with the total composition C25H55N5O20 in a non-equilibrium geometry.

Calculated values
Spin multiplicity: 1
Maximum force in eV/Å: 4.8
Energy above the lowest of the compared OMol25 structures with the same formula, charge and spin in eV: 17.774
Frontier orbital gap in eV: 9.6
HOMO in eV: -10.11

Each line ends with the Mulliken charge.
Positions of all 105 atoms, in Å:
O1 -3.7161 -3.5664 8.4384  -0.553
O2 -1.5260 6.2862 6.3252  -0.506
O3 4.6914 6.2157 1.0855  -0.511
O4 0.0026 -0.5260 2.8955  -0.572
O5 0.8579 -2.9347 -4.7272  -0.465
O6 4.0106 -4.4743 5.0030  -0.474
O7 4.5844 -3.0023 6.6348  -0.482
O8 -8.9286 3.2882 -3.7186  -0.573
O9 -0.8918 -4.1134 -5.5254  -0.500
O10 10.0001 -3.7572 1.7221  -0.486
O11 6.8212 -1.8776 -5.8008  -0.272
O12 -4.9873 -3.5293 6.5077  -0.287
O13 -9.5697 1.1082 -4.4604  -0.279
O14 9.3025 -4.5555 3.5970  -0.495
O15 -2.1071 1.5995 -4.2450  -0.571
O16 1.1489 -0.0526 0.9791  -0.247
O17 -2.6476 5.0461 4.9044  -0.494
O18 8.3503 -3.3883 -6.6153  -0.565
O19 -0.6755 3.4671 -3.8361  -0.342
O20 3.0099 7.5703 0.7907  -0.509
N1 3.7673 -3.7221 5.9704  0.773
N2 -0.2145 -3.5346 -4.6301  0.794
N3 -1.7481 5.2191 5.7280  0.805
N4 9.2288 -3.6954 2.6719  0.806
N5 3.8638 7.0243 1.4434  0.854
C1 -8.4814 1.3731 -2.2623  -0.798
C2 -10.8541 0.6295 -6.4531  -1.197
C3 8.3636 -2.4985 2.7903  -0.720
C4 -1.8833 2.8291 -4.1411  0.700
C5 -3.0547 3.8243 -4.3946  -0.917
C6 -1.2373 0.4020 0.9398  -0.998
C7 1.2990 2.6246 -4.8024  -1.231
C8 2.3930 -0.4063 1.5507  -0.268
C9 -4.5155 -3.0442 7.7035  0.693
C10 3.8197 7.4294 2.9200  -0.675
C11 -0.0033 -0.1841 1.7516  0.710
C12 6.9232 -2.4658 -8.2184  -0.989
C13 0.5110 2.7011 -3.5438  -0.063
C14 6.4423 -1.1326 -3.5716  -1.108
C15 2.3505 -3.5037 6.4394  -0.686
C16 7.3064 -1.9686 -4.4453  -0.185
C17 -10.0555 1.6298 -5.6895  -0.116
C18 7.4299 -2.5787 -6.8256  0.690
C19 -0.6784 -3.5482 -3.1919  -0.676
C20 -5.4510 -2.0330 8.2479  -0.894
C21 -9.0174 2.0327 -3.5975  0.622
C22 -4.2867 -4.6114 5.8387  -0.292
C23 -4.2393 -4.1392 4.3206  -1.029
C24 3.1355 0.8691 1.8326  -0.994
C25 -0.8452 4.0699 5.9232  -0.650
H1 1.0995 3.2766 -2.8294  0.284
H2 6.4722 -1.4827 -8.3538  0.321
H3 6.7559 -0.1037 -3.7482  0.293
H4 -8.7997 0.3331 -2.3331  0.279
H5 -8.7992 1.9811 -1.4152  0.291
H6 -0.3910 -2.6191 -2.6997  0.274
H7 6.0580 -3.0893 -8.4433  0.269
H8 -1.9294 0.9417 1.5862  0.355
H9 1.6815 -4.0311 5.7594  0.303
H10 -0.2827 -4.4968 -2.8289  0.281
H11 -7.3990 1.3750 -2.3910  0.229
H12 0.7241 2.0743 -5.5473  0.322
H13 -10.1744 -0.2193 -6.5277  0.308
H14 2.1915 2.0280 -4.6137  0.346
H15 -3.5250 -4.6543 3.6784  0.350
H16 -1.5161 3.2419 6.1522  0.266
H17 -1.9069 -0.3570 0.5354  0.280
H18 8.3716 -1.7393 -4.4747  0.314
H19 2.1637 -3.8381 7.4599  0.294
H20 2.8018 -0.8613 0.6485  0.223
H21 -3.9989 3.2804 -4.3653  0.280
H22 -2.9819 4.4572 -3.5102  0.299
H23 -2.9332 4.2799 -5.3773  0.277
H24 2.5241 1.5476 2.4276  0.240
H25 -0.1501 3.9645 5.0903  0.267
H26 -0.2311 4.3862 6.7664  0.310
H27 -4.7518 -5.5564 6.1196  0.317
H28 -1.7661 -3.5866 -3.1325  0.293
H29 -11.7654 0.2655 -5.9788  0.294
H30 3.4075 1.4396 0.9445  0.297
H31 3.4347 6.5549 3.4445  0.258
H32 4.7989 7.8016 3.2211  0.272
H33 3.0940 8.2318 3.0522  0.310
H34 2.0545 -2.4549 6.4633  0.275
H35 -9.3649 2.0938 -6.3937  0.307
H36 6.5983 -1.2467 -2.4989  0.366
H37 5.3854 -1.2342 -3.8183  0.275
H38 7.4977 -2.7489 2.1774  0.289
H39 -1.0595 1.2018 0.2208  0.269
H40 7.2261 -3.0329 -4.2244  0.285
H41 -5.7606 -2.3463 9.2450  0.269
H42 -4.8899 -1.0987 8.2370  0.279
H43 8.7446 -1.5516 2.4078  0.289
H44 0.2901 1.6621 -3.2993  0.281
H45 -3.2527 -4.6168 6.1835  0.282
H46 4.1485 0.6904 2.1931  0.350
H47 7.9779 -2.4022 3.8052  0.316
H48 -11.1039 0.8259 -7.4958  0.372
H49 -5.2680 -4.1850 3.9633  0.281
H50 7.6676 -2.6435 -8.9946  0.306
H51 2.3386 -1.2073 2.2879  0.356
H52 -6.2191 -1.8198 7.5045  0.286
H53 -10.7727 2.4102 -5.4353  0.261
H54 1.4928 3.5633 -5.3213  0.335
H55 -4.0063 -3.0795 4.2174  0.298



No. 4
ORCA calculation (the ωB97M-V functional and the def2-TZVPD basis) on a single C7H8N2O2 molecule in a non-equilibrium geometry.

Calculated values
Spin multiplicity: 1
Maximum force in eV/Å: 5.7
Energy above the lowest of the compared OMol25 structures with the same formula, charge and spin in eV: 3.829
Frontier orbital gap in eV: 7.7
HOMO in eV: -7.08

Each line ends with the Mulliken charge.
Positions of all 19 atoms, in Å:
O1 -2.1324 1.7372 1.6085  -0.531
O2 -2.1082 -0.6825 -2.4345  -0.583
N1 -2.2426 0.5110 -0.4383  -0.021
N2 0.9493 0.7120 1.3553  -0.440
C1 2.0383 -0.2129 0.9885  -0.513
C2 0.9733 -1.0710 -1.1672  -0.495
C3 -0.2339 0.4828 0.6689  0.381
C4 -0.2777 -0.4890 -0.7975  0.503
C5 -1.5256 -0.2594 -1.2850  0.102
C6 -1.5223 0.8561 0.7392  -0.262
C7 2.0054 -0.8610 -0.4150  -0.508
H1 0.7910 0.7822 2.3117  0.241
H2 -1.3177 -0.8489 -3.1042  0.356
H3 1.1149 -1.7322 -1.9962  0.332
H4 3.0048 0.4456 1.1327  0.291
H5 3.0250 -1.0797 -0.6404  0.355
H6 2.1531 -0.9522 1.7819  0.275
H7 -1.4715 1.9261 2.1820  0.280
H8 -3.2231 0.7357 -0.4904  0.235



No. 5
ORCA calculation (the ωB97M-V functional and the def2-TZVPD basis) on a gas-phase ion, C4H8NO (charge -1) in a non-equilibrium geometry.

Calculated values
Spin multiplicity: 1
Total charge: -1
Maximum force in eV/Å: 4.0
Energy above the lowest of the compared OMol25 structures with the same formula, charge and spin in eV: 2.160
Frontier orbital gap in eV: 5.4
HOMO in eV: -1.40

Each line ends with the Mulliken charge.
Positions of all 14 atoms, in Å:
O1 -3.0888 0.3943 -0.2444  -0.836
N1 -1.9313 0.1240 0.4062  -0.192
C1 1.8150 0.1793 -0.1034  -1.342
C2 -0.6767 0.1238 -0.3855  -0.546
C3 -1.2111 -1.1686 0.1627  -0.757
C4 0.4528 0.8440 0.3388  -0.329
H1 2.5697 0.4309 0.5491  0.418
H2 2.0400 0.6343 -1.0168  0.372
H3 -0.7913 -1.4894 1.0212  0.271
H4 -0.5746 0.1760 -1.4129  0.538
H5 -1.4926 -1.8925 -0.4738  0.607
H6 0.5736 1.9819 0.1493  0.285
H7 0.5311 0.5367 1.4341  0.177
H8 1.7842 -0.8746 -0.4246  0.334



No. 6
ORCA calculation (the ωB97M-V functional and the def2-TZVPD basis) on 3 unconnected molecules or ions with the total composition C31H51F3N5O10P2SSi in a non-equilibrium geometry.

Calculated values
Spin multiplicity: 1
Total charge: +1
Maximum force in eV/Å: 2.5
Frontier orbital gap in eV: 6.9
HOMO in eV: -11.25

Each line ends with the Mulliken charge.
Positions of all 104 atoms, in Å:
S1 -2.7181 3.5077 0.4256  -0.038
P1 1.1017 4.6584 1.6631  1.203
P2 0.0732 3.5781 -1.3780  0.815
Si1 5.0711 5.1295 -0.6770  -0.038
F1 2.1622 1.0425 0.2825  -0.436
F2 -3.1329 5.0051 3.2422  -0.349
F3 3.1187 1.9873 1.9807  -0.355
O1 -0.6632 5.0557 -1.1849  -0.510
O2 -3.2192 -5.9898 0.8515  -0.564
O3 -1.6645 -0.3878 1.8830  -0.557
O4 -2.6908 -3.9472 0.0369  -0.390
O5 -4.0503 -5.1872 -1.0884  -0.363
O6 -4.1150 -9.9086 -3.4602  -0.563
O7 0.0837 3.0299 5.8388  -0.388
O8 -3.8701 -12.1546 -3.5411  -0.361
O9 -2.2830 -10.9786 -2.6823  -0.340
O10 2.1536 -0.6233 2.5590  -0.435
N1 1.0774 2.6229 3.7417  -0.241
N2 -0.4053 1.2464 -0.1377  -0.075
N3 2.3207 5.1521 2.5075  -0.970
N4 -1.0743 2.6702 2.4327  0.688
N5 0.2630 0.6701 2.5817  0.859
C1 -1.5777 -0.2096 4.2060  -1.508
C2 2.8567 5.9475 -2.3354  -0.022
C3 2.1463 6.0539 -3.5209  -0.747
C4 0.5703 2.8225 4.8333  0.479
C5 -4.7491 -6.4253 -1.2701  -0.396
C6 -1.7169 -9.7112 -2.3493  -0.493
C7 -1.0549 2.7626 -2.5820  -1.286
C8 0.2912 2.1165 2.6233  0.220
C9 -3.4887 -10.9158 -3.2486  0.793
C10 -1.3304 2.9319 1.1723  0.495
C11 4.7022 6.6892 0.3209  -1.046
C12 1.3673 -0.0516 3.2430  0.606
C13 -1.0282 0.0246 2.8070  0.738
C14 4.5209 4.6731 -3.4522  -0.453
C15 -5.1463 -12.2730 -4.1886  -0.178
C16 4.0683 5.2591 -2.2669  0.777
C17 1.4864 -0.1889 4.7440  -1.436
C18 6.9125 5.1158 -1.0021  -1.184
C19 -5.0438 -11.9861 -5.6710  -1.083
C20 3.1494 3.1389 -0.0895  -0.660
C21 -0.4854 -4.4061 0.9618  -1.238
C22 0.9834 2.7796 1.3448  -0.696
C23 -0.1374 2.6171 0.2587  -1.371
C24 4.5101 3.6611 0.4004  -0.511
C25 2.3477 2.2531 0.8887  1.410
C26 -3.3113 -5.1306 0.0147  0.773
C27 -2.1190 2.8506 3.4606  -1.446
C28 2.6179 5.4754 -4.6921  -0.635
C29 3.8159 4.7735 -4.6447  -0.722
C30 -2.2658 4.2559 4.0008  -0.649
C31 -1.8280 -3.7332 1.1595  0.347
H1 -4.0462 -7.2247 -1.4953  0.094
H2 -0.8429 5.4195 -2.0614  0.314
H3 1.1770 5.2361 0.3833  -0.084
H4 -3.0658 2.4253 3.1530  1.015
H5 7.2242 4.2334 -1.5568  0.363
H6 -5.4139 -6.2900 -2.1173  0.234
H7 4.5036 4.0390 1.4142  0.298
H8 2.4855 0.0799 5.0592  0.303
H9 -1.1927 0.4707 4.9552  0.472
H10 -0.5940 -5.4895 0.9284  0.368
H11 7.4815 5.2262 -0.0861  0.360
H12 0.1942 -4.1530 1.7766  0.344
H13 -1.0052 3.2932 -3.5272  0.479
H14 -1.4522 -9.1664 -3.2545  0.297
H15 -2.4038 -9.1235 -1.7441  0.118
H16 -0.7863 1.7273 -2.7362  0.395
H17 0.2487 0.8883 -0.8189  0.282
H18 -0.0377 -4.0906 0.0188  0.324
H19 -2.0865 2.7945 -2.2331  0.365
H20 -1.6947 -2.6562 1.2316  -0.100
H21 -5.4614 -13.3014 -4.0242  0.294
H22 -1.8232 2.2608 4.3198  0.120
H23 -4.7648 -10.9480 -5.8489  0.305
H24 -1.3665 1.0760 -0.3887  0.275
H25 -2.6486 -0.0673 4.1184  0.407
H26 -5.8736 -11.6227 -3.7043  0.306
H27 1.3484 -1.2452 4.9567  0.359
H28 -4.2805 -12.6164 -6.1285  0.293
H29 2.0686 5.5814 -5.6115  0.434
H30 2.4491 6.4463 -1.4662  0.246
H31 -0.8178 -9.9148 -1.7754  0.228
H32 -1.4244 -1.2486 4.4784  0.349
H33 -2.3099 -4.0702 2.0779  0.332
H34 2.5812 3.9824 -0.4574  -0.949
H35 3.3684 2.5348 -0.9617  0.730
H36 5.2546 2.8730 0.3234  0.506
H37 -3.6636 3.3971 1.3752  0.284
H38 4.8912 6.5158 1.3772  0.371
H39 7.1646 5.9768 -1.6184  0.365
H40 -2.6980 4.1585 4.9952  0.489
H41 0.7265 0.3398 5.3043  0.388
H42 -5.9982 -12.1759 -6.1613  0.353
H43 5.4599 4.1361 -3.4702  0.317
H44 4.1996 4.3343 -5.5528  0.416
H45 -0.1094 5.0764 2.2512  -0.084
H46 5.3161 7.5309 0.0149  0.341
H47 2.8969 4.3863 2.8334  0.315
H48 3.6445 6.9280 0.2667  0.308
H49 -5.3353 -6.6756 -0.3893  0.312
H50 -1.3101 4.7514 4.1430  0.323
H51 1.2203 6.6109 -3.5698  0.556